{"formula": "C55H120ClF3N6O3S", "method": "the ωB97M-V functional and the def2-TZVPD basis", "elements": ["C", "C", "C", "N", "C", "C", "C", "C", "C", "C", "H", "H", "H", "H", "H", "H", "H", "H", "H", "H", "H", "H", "H", "H", "H", "H", "H", "H", "H", "H", "C", "C", "C", "N", "C", "C", "C", "C", "C", "C", "H", "H", "H", "H", "H", "H", "H", "H", "H", "H", "H", "H", "H", "H", "H", "H", "H", "H", "H", "H", "C", "C", "C", "N", "C", "C", "C", "C", "C", "C", "H", "H", "H", "H", "H", "H", "H", "H", "H", "H", "H", "H", "H", "H", "H", "H", "H", "H", "H", "H", "C", "C", "C", "N", "C", "C", "C", "C", "C", "C", "H", "H", "H", "H", "H", "H", "H", "H", "H", "H", "H", "H", "H", "H", "H", "H", "H", "H", "H", "H", "C", "C", "C", "N", "C", "C", "C", "C", "C", "C", "H", "H", "H", "H", "H", "H", "H", "H", "H", "H", "H", "H", "H", "H", "H", "H", "H", "H", "H", "H", "C", "C", "C", "N", "C", "C", "C", "C", "C", "C", "H", "H", "H", "H", "H", "H", "H", "H", "H", "H", "H", "H", "H", "H", "H", "H", "H", "H", "H", "H", "Cl", "C", "F", "F", "F", "S", "O", "O", "O"], "positions_angstrom": [[3.5196, -4.2649, -1.4069], [2.7846, -4.2242, -2.7847], [3.6727, -3.3249, -3.7312], [3.1894, -3.2674, -5.1789], [3.2225, -4.6304, -5.8838], [4.6087, -5.2145, -6.1257], [5.5235, -4.1995, -6.8224], [5.5905, -2.8452, -6.1277], [4.0908, -2.3437, -6.0416], [1.7724, -2.7273, -5.2734], [3.7524, -3.2806, -0.9714], [4.4369, -4.8731, -1.5474], [2.8759, -4.7857, -0.7190], [1.7839, -3.8028, -2.8997], [2.7388, -5.2375, -3.2191], [4.7388, -3.6352, -3.6958], [3.5561, -2.3198, -3.2781], [2.5920, -5.2965, -5.3157], [2.6625, -4.4360, -6.8491], [5.0189, -5.4612, -5.2004], [4.4488, -6.1639, -6.6870], [6.5207, -4.6458, -6.8010], [5.1713, -4.0952, -7.8642], [6.0679, -2.9213, -5.1635], [6.2464, -2.1899, -6.7230], [3.9109, -1.3731, -5.6186], [3.6774, -2.3747, -7.0766], [1.1210, -3.4769, -4.8471], [1.5479, -2.4746, -6.3381], [1.7490, -1.8164, -4.6942], [-7.1026, 5.4155, 0.6736], [-7.4311, 4.1337, 1.4228], [-6.1449, 3.4016, 1.6294], [-6.2053, 2.2218, 2.6210], [-7.4446, 1.3172, 2.3606], [-7.3498, 0.0137, 3.1147], [-6.0626, -0.7268, 2.8344], [-4.8471, 0.0970, 3.1506], [-4.8736, 1.4451, 2.4306], [-6.2449, 2.7861, 4.1314], [-6.4961, 5.0978, -0.1722], [-6.5653, 6.0939, 1.2843], [-8.0486, 5.8638, 0.3735], [-7.9693, 3.5125, 0.6876], [-8.0691, 4.2170, 2.3160], [-5.4858, 4.1542, 2.1016], [-5.6745, 3.1015, 0.6878], [-7.4928, 1.1931, 1.2914], [-8.2722, 1.8760, 2.7469], [-8.2377, -0.5916, 2.9149], [-7.4090, 0.3241, 4.1673], [-6.0607, -0.9715, 1.7334], [-6.1384, -1.6867, 3.3171], [-3.9394, -0.4597, 2.9498], [-4.8053, 0.3032, 4.2419], [-4.9735, 1.1900, 1.3719], [-3.9995, 2.0757, 2.6718], [-6.2545, 2.0390, 4.8675], [-7.2008, 3.3068, 4.1607], [-5.3227, 3.3305, 4.3101], [3.1390, -1.4274, 6.9410], [2.0778, -0.5785, 6.3361], [2.0364, 0.7754, 7.0409], [0.8465, 1.6317, 6.5839], [-0.5385, 0.9799, 6.7573], [-0.6839, 0.5317, 8.2260], [-0.8033, 1.7707, 9.0810], [0.4312, 2.7147, 8.9232], [0.7525, 2.9367, 7.4884], [1.1548, 2.1341, 5.1627], [3.2052, -1.3500, 8.0426], [4.1904, -1.1803, 6.6991], [3.0341, -2.5338, 6.7469], [1.0788, -1.0279, 6.2969], [2.3579, -0.4037, 5.3007], [2.9580, 1.2896, 6.8208], [2.0596, 0.5665, 8.0981], [-0.5444, 0.2003, 5.9988], [-1.2948, 1.7723, 6.5875], [0.1774, -0.0767, 8.5946], [-1.5555, -0.0896, 8.4417], [-1.0613, 1.5955, 10.1482], [-1.6862, 2.2800, 8.6542], [1.2492, 2.2993, 9.5205], [0.1460, 3.6834, 9.3645], [1.7071, 3.4530, 7.3504], [0.0299, 3.6011, 7.0074], [2.0102, 2.7748, 5.2620], [0.3002, 2.6775, 4.8333], [1.2498, 1.2975, 4.4859], [8.6168, 3.2313, 0.5035], [7.9578, 2.0063, -0.1254], [6.6484, 1.6165, 0.6797], [5.6886, 0.6161, 0.0287], [4.3618, 0.6222, 0.8104], [4.3649, -0.0117, 2.2092], [4.8459, -1.4496, 2.0360], [6.2489, -1.5228, 1.3573], [6.2608, -0.8373, 0.0250], [5.3030, 0.9749, -1.3851], [7.9349, 4.0276, 0.2779], [9.5717, 3.4694, 0.0678], [8.8072, 3.1509, 1.5764], [8.5640, 1.1164, -0.2161], [7.7148, 2.2373, -1.1423], [6.0515, 2.4766, 0.9258], [7.0469, 1.2000, 1.5805], [4.0785, 1.6805, 0.7931], [3.6329, 0.1621, 0.1403], [5.0259, 0.4405, 2.9197], [3.3466, 0.1438, 2.6345], [5.0206, -2.0103, 2.9601], [4.1304, -2.0351, 1.4506], [7.0419, -1.2225, 2.0286], [6.4718, -2.5693, 1.2076], [7.2361, -0.7728, -0.4993], [5.5430, -1.3051, -0.6934], [4.4079, 0.4223, -1.5656], [6.1073, 0.6940, -2.0625], [5.2642, 2.0569, -1.4140], [-1.4598, -0.8960, -4.5481], [-1.8095, -2.3537, -4.7294], [-3.3094, -2.4211, -4.7073], [-3.9992, -3.8040, -4.8118], [-3.4338, -4.6510, -3.6113], [-4.1996, -5.9141, -3.3666], [-5.6627, -5.5636, -3.1556], [-6.2753, -4.8747, -4.3776], [-5.5017, -3.5571, -4.6572], [-3.6955, -4.4260, -6.1968], [-1.6788, -0.1562, -5.3498], [-0.4358, -0.8543, -4.2319], [-1.9236, -0.5886, -3.6241], [-1.2420, -2.9259, -4.0162], [-1.5143, -2.6415, -5.7704], [-3.7940, -1.8751, -5.5382], [-3.7435, -2.0685, -3.7562], [-3.4812, -3.9889, -2.7399], [-2.3902, -4.8297, -3.8877], [-3.8020, -6.5218, -2.5075], [-4.0896, -6.5642, -4.2355], [-5.8357, -4.9819, -2.2370], [-6.0721, -6.5563, -2.9951], [-7.3198, -4.7020, -4.1998], [-6.1706, -5.5954, -5.2086], [-5.6521, -2.9201, -3.7572], [-5.8192, -2.9947, -5.5346], [-2.6853, -4.7415, -6.2283], [-3.9208, -3.6286, -6.8652], [-4.4086, -5.2125, -6.3331], [2.8204, 4.4413, -0.4825], [1.4671, 3.7550, -0.2233], [0.7349, 3.8005, -1.5335], [-0.6784, 3.1441, -1.5530], [-1.6510, 3.5576, -0.4411], [-2.1821, 4.9328, -0.6988], [-2.9096, 5.1622, -2.0655], [-1.9657, 4.8156, -3.1533], [-1.3702, 3.4191, -2.8822], [-0.3633, 1.6479, -1.4436], [3.4187, 3.9575, -1.2495], [3.4048, 4.5058, 0.4222], [2.5973, 5.4485, -0.8600], [0.9701, 4.3872, 0.4970], [1.6486, 2.6896, 0.1332], [1.2148, 3.4375, -2.4313], [0.5676, 4.8747, -1.7007], [-1.1806, 3.4269, 0.5489], [-2.4661, 2.7958, -0.4269], [-1.4820, 5.7313, -0.4957], [-3.0241, 5.0119, 0.0436], [-3.2180, 6.2015, -2.1317], [-3.7768, 4.5035, -2.0089], [-1.1970, 5.6051, -3.2738], [-2.4946, 4.8183, -4.0613], [-0.6605, 2.9945, -3.6262], [-2.2586, 2.7678, -2.9388], [-1.2546, 1.1350, -1.7945], [-0.1911, 1.4103, -0.4217], [0.5116, 1.5062, -2.0117], [2.3307, -0.6348, -2.2505], [-0.6445, -1.5443, 1.6384], [0.4333, -2.2918, 1.4686], [-1.2632, -1.3612, 0.4279], [-1.4841, -2.2033, 2.4293], [-0.3027, 0.1457, 2.4010], [0.0789, -0.2061, 3.8034], [0.8463, 0.7567, 1.7246], [-1.4905, 0.9841, 2.3878]], "gap_ev": 8.413, "charge": 4, "fmax_ev_per_a": 4.31, "lumo_ev": -7.111}